Formula: C29H24Cl2N9O2STl
Source: OMol25
Level of theory: the ωB97M-V functional and the def2-TZVPD basis

Each line ends with the Mulliken charge.
Positions of all 68 atoms, in Å:
Tl  1.35598  -0.07094  -0.20177  0.941
Cl  -2.49639  2.22391  -6.43580  -0.291
C  -1.50765  1.23856  -5.37412  0.047
C  -0.93210  1.82790  -4.26204  -0.648
C  -0.13926  1.11427  -3.35019  -0.110
N  0.36493  1.68092  -2.18550  -0.027
C  0.30672  2.99184  -2.01064  0.175
O  -0.08651  3.90106  -2.77782  -0.859
C  0.72724  3.48857  -0.63160  0.439
C  0.21633  4.71015  -0.18568  -0.510
C  0.59878  5.18765  1.05297  -0.364
C  1.48436  4.44277  1.82239  -0.612
C  1.93535  3.24155  1.30456  -0.210
N  1.57083  2.78011  0.11162  -0.245
C  0.06802  -0.28430  -3.60239  -0.007
C  -0.53454  -0.84517  -4.73978  -0.735
C  -1.30304  -0.10292  -5.61975  0.023
Cl  -2.00359  -0.89894  -7.01392  -0.285
N  0.85548  -1.02563  -2.73058  -0.130
C  0.94447  -2.34407  -2.83912  0.422
O  0.30308  -3.14887  -3.55048  -0.831
C  1.98662  -3.00380  -1.94001  0.433
C  1.77312  -4.33202  -1.56286  -0.743
C  2.67995  -4.95268  -0.72888  -0.294
C  3.80248  -4.24617  -0.31342  -0.505
C  3.95441  -2.95033  -0.77331  -0.296
N  3.07520  -2.33517  -1.56315  -0.324
H  -1.08475  2.88084  -4.08807  0.737
H  -0.46350  5.24855  -0.82942  0.436
H  0.21097  6.13103  1.42195  0.369
H  1.80810  4.77782  2.79906  0.374
H  2.60400  2.60379  1.87458  0.428
H  -0.39925  -1.90041  -4.91612  0.651
H  0.88719  -4.82766  -1.93347  0.405
H  2.51835  -5.97319  -0.39757  0.405
H  4.53288  -4.68250  0.35601  0.362
H  4.82039  -2.36216  -0.48453  0.386
C  -1.75937  2.46371  3.29362  -1.696
C  -1.20692  1.43146  2.34006  0.310
N  -0.22054  0.65890  2.62507  0.930
N  0.38042  0.85007  3.82379  -1.099
C  1.20092  -0.10852  4.20581  0.100
N  1.92072  0.24548  5.34558  -0.498
S  1.49594  -1.66114  3.56070  -0.495
C  -1.87201  1.26556  1.02615  0.726
C  -3.03064  1.99239  0.72568  -0.787
C  -3.67589  1.78859  -0.48297  -0.733
C  -3.17732  0.84771  -1.36545  -1.067
C  -2.01992  0.17695  -0.99710  -0.307
N  -1.37412  0.39362  0.13858  0.387
H  -1.19012  2.42121  4.21657  0.442
H  -2.81416  2.27258  3.51089  0.337
H  -1.68080  3.47070  2.87324  0.298
H  1.49968  0.98720  5.88461  0.243
H  2.25894  -0.54629  5.86506  0.210
H  -3.42451  2.71275  1.42743  0.357
H  -4.56264  2.36197  -0.72856  0.362
H  -3.63676  0.66261  -2.32705  0.455
H  -1.57200  -0.56102  -1.65401  0.620
C  -0.84163  -3.69540  3.55179  -0.620
C  -0.59034  -4.32631  2.17794  -0.336
C  -0.43822  -3.30932  1.14127  0.040
N  -0.28864  -2.46529  0.38032  -0.115
H  -0.91776  -4.47454  4.31211  0.335
H  -1.76899  -3.12340  3.53979  0.288
H  -0.03443  -3.00937  3.80933  -0.191
H  -1.41572  -4.98142  1.89279  0.307
H  0.32217  -4.92581  2.18581  0.192

Atomic forces in eV per Å
0.028 0.084 -0.200
0.009 0.002 0.003
-0.005 -0.113 -0.025
-0.031 0.041 -0.097
-0.156 -0.063 -0.193
0.252 -0.024 0.129
-0.211 0.061 0.043
0.153 0.165 0.154
0.050 0.003 0.026
-0.012 0.024 0.024
0.000 -0.028 0.001
-0.008 0.030 -0.011
-0.036 -0.029 0.033
0.020 -0.078 -0.015
-0.153 -0.062 -0.083
0.014 -0.033 -0.078
0.007 0.115 0.059
0.002 -0.009 -0.010
0.191 0.116 0.168
-0.061 -0.072 -0.052
0.090 -0.103 0.081
0.052 0.021 0.048
-0.028 -0.035 0.028
-0.022 -0.009 -0.017
0.005 0.029 -0.010
-0.020 -0.012 0.004
-0.060 0.047 0.014
-0.026 -0.107 -0.030
0.015 -0.009 -0.040
-0.012 -0.005 -0.002
-0.010 -0.034 0.020
-0.011 0.003 0.026
-0.027 0.094 -0.020
-0.005 0.018 0.014
-0.006 0.011 -0.010
0.015 0.007 -0.013
0.000 -0.006 0.021
0.065 0.008 -0.079
0.126 0.021 0.211
-0.139 -0.146 -0.301
0.105 0.082 0.147
0.000 0.159 -0.005
0.056 -0.076 0.054
0.906 0.739 -0.083
-0.198 0.003 -0.220
0.026 0.006 0.028
0.018 -0.026 -0.013
-0.025 0.050 0.007
0.098 -0.060 -0.042
-0.056 0.027 0.356
0.001 0.014 0.015
0.006 0.005 0.009
-0.019 -0.005 -0.026
-0.033 0.009 -0.033
-0.007 -0.003 0.011
0.022 0.023 0.017
0.008 0.003 -0.003
0.019 -0.033 0.003
-0.013 0.018 -0.010
-0.388 -0.420 -0.016
-0.081 0.019 0.160
0.121 0.167 0.147
-0.176 -0.217 -0.296
-0.060 -0.102 -0.006
-0.065 0.013 -0.003
-0.365 -0.256 0.042
0.032 -0.060 -0.061
0.015 -0.006 0.003

Orbital gap (eV): 5.99
ΔE to the lowest compared entry with this formula, charge and spin (eV): 0.5395
Molar mass (g/mol): 837.93
Net charge: -2
LUMO level (eV): 4.448